16
Properties=species:S:1:pos:R:3 method="wB97M-V/def2-TZVPD" spin_multiplicity=1 e_homo_ha=-0.542 relative_energy_ev=3.671 gap_ev=10.78 total_charge=+1 lumo_ev=-3.980
N 0.106 0.231 0.199
C 0.491 0.851 -1.139
C 1.256 -1.125 0.861
C -1.955 -0.918 -0.515
C 0.475 1.606 0.238
C -1.249 -0.328 0.442
H 2.274 -0.699 0.654
H 1.115 -1.176 1.982
H -1.350 -0.876 -1.542
H -0.254 1.116 -1.916
H -2.806 -1.481 -0.338
H 1.544 0.627 -1.374
H 0.815 -1.853 0.171
H -1.661 -0.126 1.434
H -0.312 2.239 0.412
H 1.512 1.912 0.431